# 1
7 unconnected molecules or ions with the total composition C34H56Br12F3NO2S2 at a distorted geometry, computed with wB97M-V/def2-TZVPD.

- Structure (SMILES): CCCCCC1=C(CCC(F)(F)F)C(=O)C(CCCSC(=S)N(CC)CC)=CC1=O.BrCCBr.BrCCBr.BrCCBr.BrCCBr.BrCCBr.BrCCBr
- Energy: -912083.9302 eV

```
110
Properties=species:S:1:pos:R:3:forces:R:3:lowdin_charge:R:1
C 3.4900 0.0426 -0.6930 1.17 -0.13 0.67 -0.12
C 3.6558 -0.2878 0.8074 -1.33 -0.29 -0.24 -0.28
C 2.2826 -0.6885 1.3959 0.05 0.58 -0.25 -0.20
C 1.1425 0.2737 0.9565 -0.04 -1.30 0.67 -0.17
C 0.0528 0.2245 2.0433 0.21 0.95 0.74 -0.13
C -0.9765 1.3325 1.9603 0.71 -0.44 0.44 -0.12
C -1.7216 1.5707 0.9006 -0.69 0.29 -1.04 -0.13
C -1.7072 0.8284 -0.4207 -0.59 0.24 0.74 -0.10
C -2.0383 -0.6705 -0.3285 0.15 0.18 -1.79 -0.10
C -1.8365 -1.2705 -1.7328 -0.03 1.32 0.90 -0.66
F -2.8675 -2.0138 -2.1129 -0.65 -1.10 -0.06 0.14
F -1.7174 -0.3443 -2.6836 -0.01 0.74 -0.74 0.13
F -0.7173 -1.9749 -1.8034 0.72 -1.07 0.01 0.15
C -2.6698 2.7368 0.9900 2.52 0.01 1.01 -0.33
O -3.7553 2.7224 0.5292 -2.35 0.07 -1.25 0.16
C -2.1076 3.9365 1.7137 -0.98 0.63 -0.96 -0.18
C -2.4146 5.2758 1.1197 -0.08 -0.84 -1.25 -0.12
C -1.7037 5.3302 -0.2680 0.56 0.27 0.23 -0.25
C -0.3112 6.0257 -0.2010 -1.21 -1.37 -0.70 -0.43
S 0.9772 4.8328 0.3365 0.73 0.49 0.64 0.91
C 1.6008 4.1095 -1.1673 -0.99 -0.33 -0.98 -1.07
S 0.5758 3.7497 -2.3990 -0.02 0.29 -0.09 0.70
N 2.9542 3.8451 -1.3123 0.01 0.93 1.43 -0.20
C 3.5886 4.7686 -2.2893 0.51 -0.28 -0.58 -0.24
C 4.3314 4.0257 -3.3959 0.01 0.24 0.23 -0.10
C 3.6666 3.8611 -0.0184 0.99 -0.32 -0.36 -0.28
C 5.1106 3.3466 -0.1258 -0.16 0.12 -0.12 -0.09
C -1.3771 3.7008 2.7632 0.91 -0.49 1.14 0.05
C -1.1674 2.2609 3.1417 0.14 0.80 -1.99 -0.35
O -1.1835 1.8732 4.2601 0.34 -0.69 2.07 0.11
H 4.4828 0.0141 -1.1650 -0.41 0.09 -0.10 0.00
H 3.0897 1.0496 -0.8151 -0.19 -0.15 -0.24 0.05
H 2.8606 -0.7098 -1.1710 -0.02 0.16 -0.15 0.08
H 3.9914 0.5756 1.3946 -0.02 -0.36 -0.63 -0.05
H 4.3321 -1.1317 0.9702 0.21 0.22 -0.09 0.10
H 1.9837 -1.6881 1.0613 0.24 -0.05 0.13 0.12
H 2.3526 -0.6983 2.4892 -0.03 -0.08 -0.07 0.10
H 1.5245 1.2812 0.7796 -0.23 0.07 0.09 0.11
H 0.7390 -0.1495 0.0363 0.11 0.46 -0.23 0.09
H 0.5703 0.3641 2.9984 -0.15 -0.12 0.02 0.07
H -0.4289 -0.7533 2.1197 0.06 -0.02 -0.17 0.11
H -0.7539 1.0345 -0.9070 0.01 -0.18 -0.02 0.11
H -2.4857 1.2815 -1.0369 0.13 0.00 -0.06 0.13
H -3.1014 -0.7976 -0.1043 0.55 -0.03 0.16 0.06
H -1.3769 -1.2369 0.3197 -0.29 0.04 0.31 0.10
H -2.1183 6.1128 1.7503 -0.18 -0.07 0.11 0.12
H -3.4829 5.2750 0.8895 -0.04 0.32 0.39 0.12
H -2.3432 5.7920 -1.0241 0.10 0.25 0.15 0.11
H -1.5000 4.3252 -0.6398 -0.29 0.01 -0.04 0.05
H -0.3935 6.8385 0.5194 0.66 0.06 -0.04 0.07
H -0.0343 6.3502 -1.2034 0.12 0.26 0.20 0.06
H 2.8471 5.4288 -2.7393 -0.15 -0.17 0.12 0.10
H 4.2818 5.4131 -1.7346 -0.07 -0.05 -0.01 0.12
H 5.1654 3.4494 -2.9972 -0.11 -0.09 -0.02 0.03
H 4.7505 4.7474 -4.1030 -0.14 -0.08 -0.07 0.08
H 3.6492 3.3435 -3.9011 0.06 0.06 -0.08 0.06
H 3.1453 3.1853 0.6650 -0.13 0.35 0.13 0.09
H 3.7183 4.8893 0.3636 -0.31 -0.18 0.19 0.10
H 5.6606 3.6742 0.7570 -0.03 -0.18 0.03 0.06
H 5.1413 2.2580 -0.1885 0.03 0.04 -0.02 0.05
H 5.6338 3.7536 -0.9923 -0.07 0.02 0.07 0.06
H -0.9173 4.5116 3.3165 -0.07 -0.21 0.38 0.13
Br -6.1687 -2.2520 4.6454 0.07 0.13 -0.08 0.66
C -6.2048 -2.1265 2.7030 -0.14 -0.23 0.17 -0.68
C -4.8312 -2.3087 2.1147 0.10 0.22 -0.18 -0.65
Br -3.7423 -0.7092 2.3333 -0.27 -0.09 0.68 0.81
H -6.6483 -1.1667 2.4562 0.08 0.00 -0.03 0.05
H -6.8686 -2.9251 2.3764 0.05 0.00 -0.04 0.06
H -4.8954 -2.4662 1.0383 -0.06 -0.02 0.02 0.06
H -4.2806 -3.1292 2.5649 -0.07 0.01 0.04 0.05
Br -0.5780 -3.3798 -6.7517 -0.03 -0.09 -0.02 0.60
C -2.2696 -3.7893 -5.8776 0.13 0.23 -0.06 -0.69
C -2.0866 -4.0295 -4.4044 -0.09 -0.20 0.06 -0.69
Br -1.3251 -5.7889 -4.0518 0.05 0.07 -0.01 0.62
H -2.6942 -4.6411 -6.3977 -0.02 0.01 0.06 -0.03
H -2.8964 -2.9153 -6.0450 0.00 -0.01 0.06 0.06
H -3.0474 -4.0287 -3.8948 0.00 0.01 -0.05 0.06
H -1.4307 -3.3050 -3.9337 0.01 -0.01 -0.07 0.03
Br -5.7875 -3.3439 8.1504 -0.01 -0.09 -0.03 0.59
C -7.1472 -4.4938 7.3622 0.04 0.24 0.01 -0.71
C -8.3140 -4.6876 8.2931 -0.06 -0.27 0.04 -0.70
Br -7.8916 -5.9409 9.7223 -0.01 0.08 0.02 0.60
H -6.6567 -5.4254 7.0966 -0.05 -0.01 0.05 0.05
H -7.4639 -3.9824 6.4561 -0.05 -0.02 0.02 -0.01
H -9.1544 -5.1322 7.7634 0.04 0.02 -0.04 0.06
H -8.6344 -3.7652 8.7675 0.06 0.01 -0.04 0.05
Br -3.8934 -8.8849 -4.8615 -0.08 -0.02 -0.07 0.59
C -3.3663 -9.1300 -6.7190 0.10 -0.10 0.26 -0.70
C -2.7865 -7.8701 -7.3023 -0.04 0.06 -0.22 -0.68
Br -4.1844 -6.5826 -7.7299 0.02 0.00 0.04 0.64
H -4.2451 -9.4776 -7.2536 0.02 0.05 -0.03 0.05
H -2.6194 -9.9213 -6.6998 0.03 0.05 -0.04 0.06
H -2.2919 -8.0791 -8.2490 -0.03 -0.04 0.02 0.06
H -2.0891 -7.3726 -6.6332 -0.05 -0.04 0.04 0.02
Br 2.1700 1.9893 4.9796 0.04 -0.10 0.00 0.68
C 3.9819 1.6427 5.6053 -0.24 0.19 0.05 -0.68
C 5.0016 2.3983 4.7955 0.30 -0.14 -0.04 -0.67
Br 5.2854 1.5581 3.0615 0.16 0.32 0.48 0.76
H 4.1266 0.5671 5.5701 0.05 0.03 -0.04 0.05
H 3.9949 1.9755 6.6414 0.04 0.02 -0.03 0.06
H 5.9724 2.3806 5.2877 -0.04 -0.02 0.04 0.06
H 4.7143 3.4280 4.6053 -0.07 -0.04 0.03 0.05
Br 6.3430 -2.1114 -1.8183 0.07 -0.08 -0.09 0.64
C 7.4481 -1.2170 -3.1483 0.07 -0.11 0.29 -0.69
C 7.1401 0.2549 -3.2126 -0.07 0.12 -0.27 -0.69
Br 5.4681 0.5928 -4.1474 0.02 -0.05 0.05 0.66
H 7.2816 -1.7301 -4.0904 -0.03 0.09 -0.02 0.05
H 8.4759 -1.3780 -2.8281 -0.02 0.05 0.00 0.06
H 7.9027 0.7820 -3.7831 0.02 -0.06 0.01 0.06
H 7.0469 0.7105 -2.2306 0.03 -0.08 0.02 0.05
```
Positions in Å, forces in eV/Å.

# 2
C5H9NO in the gas phase at a distorted geometry, computed with wB97M-V/def2-TZVPD.

- Energy above the lowest of the compared OMol25 structures with the same formula, charge and spin: 4.125 eV

```
16
Properties=species:S:1:pos:R:3:forces:R:3:nbo_charge:R:1
C 2.4571 -0.1539 0.5861 -0.13 -0.48 -0.04 -0.77
C 1.3697 0.7741 0.2708 0.36 0.32 0.33 0.13
C -0.4104 -0.1593 -1.4284 0.87 0.46 -0.32 -0.39
N -0.8879 0.0615 -0.0991 0.23 0.21 0.42 -0.43
C -2.2871 -0.0045 0.2369 -0.10 -0.02 0.13 -0.41
C 0.0679 0.4616 0.7801 -0.71 -0.04 0.16 0.50
O -0.0641 0.7084 1.9829 0.01 -0.07 -0.37 -0.61
H 2.2226 -1.1422 0.9618 -0.40 -0.36 0.14 0.19
H 3.1123 0.2891 1.3224 0.24 0.54 0.21 0.28
H 3.0782 -0.2624 -0.2895 0.38 0.11 -0.42 0.25
H 0.6016 0.3527 -1.4820 -0.75 -0.53 -0.20 0.22
H -1.0255 0.3346 -2.1836 -0.12 -0.08 0.06 0.21
H -0.2969 -1.2181 -1.6604 0.02 -0.04 -0.13 0.19
H -2.3809 0.2968 1.2815 -0.08 -0.06 -0.09 0.24
H -2.8708 0.6802 -0.3925 0.11 -0.08 0.09 0.19
H -2.6856 -1.0187 0.1129 0.07 0.14 0.03 0.19
```
Positions in Å, forces in eV/Å.

# 3
A molecular structure, C2H2I4 at a distorted geometry, computed with wB97M-V/def2-TZVPD.

- Energy above the lowest of the compared OMol25 structures with the same formula, charge and spin: 3.716 eV

```
8
Properties=species:S:1:pos:R:3:forces:R:3:nbo_charge:R:1
C 2.0782 3.4006 0.0811 -2.14 -2.51 0.25 -0.50
C 4.1310 -0.2255 -0.1435 0.33 1.56 -0.26 -0.78
I 0.5265 1.8728 0.0555 0.88 0.81 0.07 0.06
I 4.8035 -0.1549 1.8396 -0.22 -0.21 -0.55 0.26
I 4.2647 1.7381 -1.1302 0.34 -1.84 0.37 0.26
I 4.2952 -1.9376 -1.2822 -0.03 0.29 0.19 0.30
H 1.8294 4.0685 -0.6942 0.40 1.12 -0.23 0.19
H 2.5367 3.3645 1.0407 0.43 0.78 0.15 0.20
```
Positions in Å, forces in eV/Å.

# 4
A molecular structure, C24H32BaClN2O10 at a distorted geometry, computed with wB97M-V/def2-TZVPD.

- Total charge: +1
- Energy above the lowest of the compared OMol25 structures with the same formula, charge and spin: 0.000 eV

```
70
Properties=species:S:1:pos:R:3:forces:R:3:nbo_charge:R:1
Ba -0.4049 0.0092 0.3684 -1.04 1.00 0.35 1.82
C -1.1389 2.6593 2.8846 -0.01 0.10 0.12 -0.09
C -0.1309 1.7933 3.6139 -0.10 0.09 0.01 -0.09
O 0.6345 1.1319 2.6237 -0.14 -0.01 -0.05 -0.59
C 1.6369 0.2391 3.0826 0.32 -0.08 0.12 -0.10
C 1.1318 -1.1754 3.2847 -0.04 -0.19 0.15 -0.09
O 0.8030 -1.7253 2.0167 0.03 0.10 -0.25 -0.60
C 0.2824 -3.0464 2.0119 0.01 -0.12 0.09 -0.08
C -0.1036 -3.4401 0.5983 0.07 -0.17 0.03 -0.09
O -1.1046 -2.5509 0.1309 -0.08 0.22 0.13 -0.61
C -1.8087 -2.9181 -1.0436 0.02 -0.24 0.09 -0.10
C -2.4754 -1.6815 -1.6552 0.01 -0.21 -0.14 -0.10
O -2.8647 -0.6778 -0.7323 -0.05 -0.05 0.18 -0.58
C -4.0025 -0.9358 0.0794 -0.13 0.08 0.02 -0.10
C -3.6664 -1.5810 1.4130 -0.01 -0.12 0.02 -0.09
O -2.6815 -0.8773 2.1578 0.13 0.15 -0.11 -0.57
C -3.1433 0.0486 3.1300 -0.02 0.02 0.06 -0.09
C -3.2276 1.4773 2.6175 -0.06 -0.04 -0.02 -0.09
O -2.0153 1.9345 2.0347 0.07 -0.20 0.02 -0.57
H -0.6015 3.3521 2.2356 0.03 0.01 0.01 0.21
H -1.7100 3.2442 3.6117 0.01 0.02 -0.01 0.19
H -0.6197 1.0770 4.2830 0.02 0.00 -0.02 0.17
H 0.5096 2.4428 4.2214 0.04 -0.04 0.00 0.20
H 2.0733 0.6132 4.0125 0.02 -0.05 0.02 0.20
H 2.4046 0.2457 2.3073 0.05 -0.06 0.03 0.24
H 0.2484 -1.1921 3.9363 0.00 -0.02 0.01 0.18
H 1.9158 -1.7777 3.7554 0.01 0.04 0.04 0.20
H -0.5909 -3.1028 2.6714 -0.01 0.01 -0.01 0.19
H 1.0465 -3.7428 2.3717 -0.04 -0.04 0.02 0.20
H -0.4930 -4.4632 0.6267 0.05 -0.02 -0.01 0.20
H 0.7616 -3.4047 -0.0715 0.01 0.01 0.01 0.21
H -2.5470 -3.6860 -0.7852 0.01 -0.01 -0.01 0.18
H -1.1251 -3.3310 -1.7914 -0.02 -0.03 0.02 0.21
H -3.3462 -2.0172 -2.2258 0.05 0.07 -0.13 0.20
H -1.7753 -1.1849 -2.3268 0.02 -0.04 -0.03 0.22
H -4.7204 -1.5751 -0.4466 0.04 0.01 -0.05 0.19
H -4.4727 0.0365 0.2274 -0.04 -0.01 0.04 0.20
H -3.2566 -2.5763 1.2534 -0.03 -0.04 0.00 0.20
H -4.5853 -1.6813 1.9998 -0.02 0.00 -0.03 0.19
H -2.4372 -0.0101 3.9590 0.00 0.00 0.02 0.19
H -4.1239 -0.2525 3.5135 0.00 0.01 -0.01 0.19
H -3.5270 2.1300 3.4445 0.00 0.01 -0.01 0.19
H -3.9893 1.5623 1.8421 -0.01 -0.02 -0.03 0.19
O 0.8650 -0.8725 -1.6211 -0.10 -0.41 -0.36 -0.84
C 1.9007 -0.2194 -1.3213 0.61 -0.09 -0.47 0.76
O 1.9660 0.5818 -0.3584 0.38 0.29 0.20 -0.81
C 3.1304 -0.4247 -2.1688 -0.05 0.00 -0.03 -0.07
C 3.1630 -1.4591 -3.0964 0.00 0.00 -0.04 -0.20
C 4.2887 -1.6648 -3.8751 -0.01 0.00 0.01 -0.18
C 5.3602 -0.8059 -3.7148 -0.19 0.03 0.16 0.03
C 5.3511 0.2397 -2.8095 0.02 0.00 -0.01 -0.20
C 4.2242 0.4203 -2.0275 -0.02 0.01 0.08 -0.19
N 6.5555 -1.0116 -4.5419 0.09 0.05 -0.14 0.53
O 6.5585 -1.9662 -5.2895 0.07 -0.07 -0.05 -0.37
O 7.4562 -0.2073 -4.4305 0.10 -0.01 -0.01 -0.37
H 2.2966 -2.0952 -3.2036 -0.02 -0.01 0.01 0.23
H 4.3494 -2.4658 -4.5964 -0.01 0.01 0.00 0.25
H 6.2128 0.8850 -2.7308 0.00 0.00 0.01 0.25
H 4.1790 1.2157 -1.2971 0.00 0.01 0.00 0.23
Cl -2.7526 3.5988 -4.3722 -0.02 -0.01 -0.03 0.04
C -1.6154 3.5711 -3.0767 0.01 0.01 0.06 -0.07
C -0.8283 4.6742 -2.7954 0.02 -0.02 0.02 -0.17
C 0.0632 4.5852 -1.7383 -0.03 0.00 -0.02 -0.23
C 0.1251 3.4081 -1.0123 0.16 -0.03 -0.04 0.03
N -0.6351 2.3478 -1.2837 -0.15 0.07 -0.05 -0.49
C -1.4923 2.4315 -2.2975 -0.03 0.01 -0.01 0.01
H -0.9126 5.5720 -3.3915 0.01 0.01 -0.01 0.24
H 0.7072 5.4162 -1.4881 0.00 0.00 0.01 0.24
H 0.8361 3.2897 -0.2027 0.01 0.02 0.02 0.21
H -2.1113 1.5658 -2.5014 -0.01 -0.02 -0.01 0.21
```
Positions in Å, forces in eV/Å.